#P
DFT (ωB97M-V with the def2-TZVPD basis set) results for a single C4H8N4 molecule.

Gap between HOMO and LUMO, eV: 8.39
LUMO level, eV: 0.4
Spin multiplicity: 1

Each line ends with the natural charge from an NBO analysis.
Cartesian coordinates (Å):
C -0.075 -0.088 0.383  0.00
C -0.552 0.874 1.438  -0.65
C 0.672 0.454 -0.763  0.42
N 0.562 -1.318 0.854  -0.85
N 0.298 -0.467 -1.872  -0.74
N 1.195 1.575 -1.067  -0.59
C -1.148 -0.873 -0.955  0.28
N -2.185 -1.350 -1.215  -0.52
H -0.103 -1.881 1.376  0.38
H 1.348 -1.099 1.464  0.35
H 0.855 -1.323 -1.832  0.44
H -0.096 -0.053 -2.716  0.44
H 1.284 2.179 -0.251  0.35
H -1.003 1.766 0.993  0.23
H -1.312 0.396 2.065  0.24
H 0.262 1.207 2.097  0.21

---

#Q
DFT (ωB97M-V with the def2-TZVPD basis set) results for C4H8N4 as an isolated structure.

Gap between HOMO and LUMO, eV: 9.50
LUMO level, eV: 0.5
Spin multiplicity: 1

Each line ends with the natural charge from an NBO analysis.
Cartesian coordinates (Å):
C 0.220 0.738 -1.910  0.21
C 0.855 0.316 0.231  0.32
C 0.299 0.477 2.392  -0.19
C 0.082 -0.947 2.175  -0.26
H -1.945 -0.508 -3.485  0.35
H -0.719 -1.692 -2.443  0.30
H 1.165 1.492 -1.953  0.17
H 1.161 1.515 0.060  0.16
H -0.727 1.207 1.897  0.19
H 0.722 0.807 3.484  0.22
H -0.957 -1.390 1.790  0.21
H 0.423 -1.813 2.564  0.21
N -1.559 -0.423 -2.530  -0.62
N -0.686 0.745 -2.806  -0.30
N 0.641 -0.394 -0.921  -0.51
N 1.027 -0.130 1.457  -0.45

---

#P wins, 116.3 kcal/mol ahead of the next structure.

---

#P
DFT (ωB97M-V with the def2-TZVPD basis set) results for a 2-piece molecular cluster, C10H16 overall.

Gap between HOMO and LUMO (spin up / spin down), eV: 9.50 / 5.75
LUMO level (spin up / spin down), eV: -4.5 / -8.2
Charge: +1
Expectation value of S²: 0.77
Spin multiplicity: 2

Each line ends with the natural charge from an NBO analysis.
Cartesian coordinates (Å):
C -1.852 -1.064 -2.382  -0.39
C -2.910 -1.240 -1.322  -0.63
C -0.868 -2.243 -2.558  -0.59
H -1.099 -0.295 -2.153  0.16
H -2.252 -0.741 -3.344  0.21
H -2.844 -2.201 -0.820  0.21
H -2.952 -0.503 -0.510  0.20
H -1.296 -3.169 -2.917  0.22
H -0.409 -2.386 -1.579  0.18
H -3.920 -1.230 -1.733  0.23
H -0.033 -1.863 -3.147  0.20
C 0.065 2.257 -0.578  -0.69
C 0.052 1.272 1.778  -0.17
C 0.596 1.350 0.456  0.26
C 0.594 0.422 2.685  -0.18
C 1.763 0.576 0.146  -0.16
C 1.656 -0.438 2.324  0.05
C 2.291 -0.274 1.060  -0.19
H -0.783 1.913 2.032  0.25
H 0.132 0.299 3.651  0.26
H -0.534 3.061 -0.138  0.25
H -0.549 1.678 -1.278  0.30
H 2.229 0.578 -0.828  0.25
H 1.954 -1.272 2.949  0.25
H 3.072 -0.971 0.770  0.26
H 0.863 2.711 -1.154  0.27

---

#Q
DFT (ωB97M-V with the def2-TZVPD basis set) results for a 2-piece molecular cluster, C10H16 overall.

Gap between HOMO and LUMO (spin up / spin down), eV: 9.22 / 5.59
LUMO level (spin up / spin down), eV: -4.7 / -8.4
Charge: +1
Expectation value of S²: 0.77
Spin multiplicity: 2

Each line ends with the natural charge from an NBO analysis.
Cartesian coordinates (Å):
C 1.141 1.696 2.179  -0.68
C 1.211 0.716 -0.115  -0.25
C 0.881 1.750 0.698  0.10
C 0.914 0.755 -1.523  0.05
C 0.381 2.968 0.142  0.05
C 0.476 2.006 -2.058  -0.11
C 0.186 3.082 -1.265  -0.22
H 1.595 -0.229 0.240  0.25
H 1.136 -0.232 -1.920  0.26
H 1.630 0.740 2.395  0.24
H 0.228 1.621 2.806  0.27
H 0.476 3.887 0.714  0.25
H 0.510 2.014 -3.141  0.26
H -0.130 4.027 -1.676  0.26
H 1.691 2.509 2.658  0.27
C -0.765 -2.615 -0.455  -0.40
C -0.632 -3.247 0.936  -0.63
C -1.805 -1.501 -0.534  -0.62
H -1.211 -3.404 -1.063  0.22
H 0.229 -2.361 -0.847  0.17
H -1.167 -4.211 0.902  0.22
H 0.377 -3.515 1.210  0.21
H -1.606 -0.650 0.114  0.19
H -1.112 -2.713 1.742  0.21
H -2.823 -1.916 -0.544  0.23
H -1.811 -1.176 -1.595  0.20

---

#R
DFT (ωB97M-V with the def2-TZVPD basis set) results for a 2-piece molecular cluster, C10H16 overall.

Gap between HOMO and LUMO (spin up / spin down), eV: 9.62 / 6.26
LUMO level (spin up / spin down), eV: -4.5 / -7.9
Charge: +1
Expectation value of S²: 0.77
Spin multiplicity: 2

Each line ends with the natural charge from an NBO analysis.
Cartesian coordinates (Å):
C 1.882 2.008 -0.590  -0.72
C 1.868 -0.424 2.189  -0.04
C 1.139 -1.520 1.697  -0.10
C 2.328 0.656 1.435  -0.25
C 1.903 0.722 0.092  0.17
C 1.004 -1.614 0.319  -0.24
C 1.379 -0.534 -0.447  0.01
H 1.854 -0.358 3.271  0.25
H 0.649 -2.246 2.332  0.25
H 2.987 1.383 1.879  0.26
H 0.662 -2.574 -0.063  0.27
H 2.059 2.806 0.124  0.26
H 0.909 2.215 -1.105  0.28
H 1.739 -0.716 -1.473  0.26
H 2.523 2.333 -1.407  0.30
C -1.559 -0.144 -0.615  -0.42
C -2.560 1.030 -0.551  -0.61
C -2.339 -1.387 -1.095  -0.61
H -0.868 0.136 -1.461  0.20
H -1.241 -0.427 0.370  0.20
H -3.308 0.720 0.198  0.21
H -3.087 -1.670 -0.315  0.21
H -2.941 -1.192 -1.997  0.22
H -3.056 1.127 -1.510  0.22
H -2.167 1.943 -0.076  0.21
H -1.758 -2.273 -1.201  0.20

---

#P wins, 15.8 kcal/mol ahead of the next structure.

---

#P
DFT (ωB97M-V with the def2-TZVPD basis set) results for a 2-piece molecular cluster, C4H13N2 overall.

Gap between HOMO and LUMO, eV: 9.77
LUMO level, eV: -4.3
Charge: +1
Spin multiplicity: 1

Each line ends with the natural charge from an NBO analysis.
Cartesian coordinates (Å):
C 0.191 0.016 -1.611  -0.59
C -0.242 -1.688 0.075  -0.59
C -1.553 0.421 0.312  0.32
C -0.341 -0.186 -0.133  -0.39
N 2.069 0.492 1.746  -1.06
N -1.941 1.372 -0.420  -0.60
H 0.861 0.901 -1.647  0.22
H 0.747 -0.872 -1.989  0.26
H -0.594 0.229 -2.160  0.19
H 0.755 -2.092 0.239  0.23
H -0.911 -1.850 0.834  0.21
H -0.664 -2.292 -0.772  0.23
H 0.538 0.309 0.621  0.37
H -2.174 0.221 1.110  0.23
H 2.569 1.105 1.119  0.37
H 2.398 -0.445 1.524  0.37
H -2.768 1.915 -0.165  0.43
H -1.470 1.643 -1.249  0.43
H 2.530 0.802 2.566  0.39

---

#Q
DFT (ωB97M-V with the def2-TZVPD basis set) results for a 2-piece molecular cluster, C4H13N2 overall.

Gap between HOMO and LUMO, eV: 11.84
LUMO level, eV: -2.9
Charge: +1
Spin multiplicity: 1

Each line ends with the natural charge from an NBO analysis.
Cartesian coordinates (Å):
C -2.080 -0.735 0.610  -0.45
C -1.930 0.065 -1.589  0.03
N -1.565 0.210 -0.388  -0.46
H -2.299 -0.199 1.530  0.22
H -1.307 -1.477 0.812  0.21
H -2.970 -1.255 0.258  0.21
H -2.700 -0.650 -1.875  0.18
H -1.470 0.671 -2.356  0.19
H -0.240 0.878 0.045  0.45
C 2.069 -0.658 -0.281  -0.64
C 1.703 0.255 0.873  -0.22
N 0.746 1.314 0.385  -0.72
H 2.579 -0.120 -1.081  0.22
H 2.769 -1.419 0.048  0.25
H 1.179 -1.145 -0.675  0.22
H 1.187 -0.297 1.656  0.22
H 2.556 0.770 1.307  0.22
H 0.591 1.988 1.126  0.42
H 1.182 1.805 -0.405  0.42

---

#R
DFT (ωB97M-V with the def2-TZVPD basis set) results for an isolated ion of composition C4H13N2 and charge +1.

Gap between HOMO and LUMO, eV: 9.39
Structure (SMILES): CNCC[NH2+]C
LUMO level, eV: -3.3
Charge: +1
Spin multiplicity: 1

Each line ends with the natural charge from an NBO analysis.
Cartesian coordinates (Å):
C -1.191 1.102 -1.620  -0.42
N -1.288 0.863 -0.240  -0.70
C -1.210 -0.471 0.374  -0.26
C 0.162 -1.227 0.035  -0.22
N 1.525 -0.341 0.147  -0.52
C 1.678 0.115 1.572  -0.43
H -1.162 0.074 -2.197  0.19
H -2.181 1.513 -2.070  0.23
H -0.302 1.580 -1.932  0.18
H -1.689 1.685 0.257  0.41
H -2.034 -1.097 -0.088  0.23
H -1.503 -0.538 1.460  0.25
H 0.259 -1.480 -1.137  0.23
H 0.335 -2.128 0.619  0.24
H 2.177 -0.860 -0.375  0.43
H 1.348 0.467 -0.466  0.44
H 2.196 -0.569 2.291  0.26
H 2.274 1.051 1.592  0.24
H 0.607 0.261 1.777  0.23

---

#Q wins, 29.4 kcal/mol ahead of the next structure.

---

#P
DFT (ωB97M-V with the def2-TZVPD basis set) results for a 2-piece molecular cluster, CH2N2O4 overall.

Gap between HOMO and LUMO (spin up / spin down), eV: 10.14 / 10.14
Structure (SMILES): [O-]/[NH+]=N\O.O=C=O
LUMO level (spin up / spin down), eV: 0.3 / 0.3
Spin multiplicity: 1

Each line ends with the natural charge from an NBO analysis.
Cartesian coordinates (Å):
O 0.139 0.529 -0.391  -0.60
N -0.190 0.022 0.784  0.02
N -0.193 0.764 1.845  0.14
O 0.232 1.940 1.668  -0.45
H -0.279 -1.006 0.720  0.41
H 0.529 2.002 0.674  0.50
O -1.183 -1.335 -2.098  -0.51
C -0.084 -1.404 -1.754  1.03
O 1.029 -1.513 -1.447  -0.52

---

#Q
DFT (ωB97M-V with the def2-TZVPD basis set) results for a single CH2N2O4 molecule.

Gap between HOMO and LUMO, eV: 11.82
Structure (SMILES): NC(=O)O[N+](=O)[O-]
LUMO level, eV: 0.4
Spin multiplicity: 1

Each line ends with the natural charge from an NBO analysis.
Cartesian coordinates (Å):
N -0.379 -1.341 1.100  -0.80
C 0.389 -0.568 0.311  0.88
O 1.535 -0.724 -0.006  -0.53
O -0.304 0.800 0.142  -0.44
N 0.016 1.598 -0.951  0.75
O 0.583 1.119 -1.857  -0.34
O -0.411 2.688 -0.861  -0.33
H -0.107 -2.342 1.108  0.42
H -1.321 -1.231 1.016  0.40

---

#P wins, 7.1 kcal/mol ahead of the next structure.

---

#P
DFT (ωB97M-V with the def2-TZVPD basis set) results for a single C5H8N2 molecule.

Gap between HOMO and LUMO, eV: 10.30
Structure (SMILES): N#C[C@H](N)C1CC1
LUMO level, eV: 0.7
Spin multiplicity: 1

Each line ends with the natural charge from an NBO analysis.
Cartesian coordinates (Å):
N 1.959 -1.640 1.236  -0.27
C 1.173 -0.899 0.817  0.16
C -0.218 -0.977 0.231  -0.10
N -0.230 -1.588 -1.051  -0.83
C -0.880 0.548 0.265  -0.24
C -0.205 1.514 -0.695  -0.43
C 0.111 1.529 0.786  -0.40
H -0.723 -1.667 0.929  0.24
H -0.478 -2.559 -1.162  0.39
H 0.433 -1.246 -1.727  0.38
H -1.955 0.469 0.445  0.23
H 0.590 1.070 -1.293  0.20
H -0.730 2.303 -1.252  0.23
H 0.037 2.361 1.498  0.24
H 1.117 0.782 0.972  0.21

---

#Q
DFT (ωB97M-V with the def2-TZVPD basis set) results for a 2-piece molecular cluster, C5H8N2 overall.

Gap between HOMO and LUMO, eV: 7.68
LUMO level, eV: -0.8
Spin multiplicity: 1

Each line ends with the natural charge from an NBO analysis.
Cartesian coordinates (Å):
C -2.120 0.746 -0.172  0.11
N -0.945 0.257 -0.159  -0.18
C -0.651 -1.203 -0.185  -0.10
C 0.709 -1.118 -0.193  -0.45
C 1.155 0.272 -0.182  0.29
C 2.564 0.753 -0.228  -0.66
N 0.169 1.122 -0.143  -0.36
H -2.953 0.055 -0.219  0.23
H -2.243 1.824 -0.137  0.21
H -3.232 -1.590 1.475  -0.06
H -2.619 -1.744 1.068  0.03
H 1.389 -1.963 -0.197  0.22
H 3.059 0.366 -1.126  0.24
H 3.119 0.378 0.639  0.24
H 2.601 1.845 -0.241  0.24

---

#P wins, 34.1 kcal/mol ahead of the next structure.